Record 1
23
Properties=species:S:1:pos:R:3:mulliken_charge:R:1 method="wB97M-V/def2-TZVPD" relative_energy_kcal_mol=0.7
H -0.42681 1.96654 -1.17561 0.327
C 1.50136 1.38630 0.70780 1.614
C 2.77322 1.75302 0.76561 -0.831
H -3.85479 -2.04898 -0.26747 0.297
C -0.67181 -0.03565 0.51285 0.418
H -3.72811 0.30942 -1.06277 0.241
C 0.60362 0.55218 0.55500 -0.748
H 4.58203 -0.79643 -0.75805 0.378
H -0.07618 -1.78717 1.56338 0.607
C -0.82743 -1.33058 1.04701 -0.846
H -2.25070 2.24197 -1.43255 0.380
C -1.46773 1.90231 -0.80140 -1.711
C -3.02079 -1.38114 0.07159 -0.458
C 2.50248 -0.94494 -0.46190 0.139
F 2.04252 -2.04512 -0.96311 -0.175
H -1.32603 2.66486 -0.03033 0.379
C -2.89479 -0.06713 -0.39362 -0.502
C 3.71617 -0.33998 -0.30193 -0.456
C -1.70859 0.56868 -0.22144 0.962
C -2.01014 -1.99109 0.77113 -0.549
H 4.80686 1.32507 0.37123 0.410
C 3.82001 1.04883 0.28575 -0.265
H -2.08438 -2.95095 1.21883 0.388

Record 2
32
Properties=species:S:1:pos:R:3:mulliken_charge:R:1 method="wB97M-V/def2-TZVPD" relative_energy_kcal_mol=32.2 smiles=CNc1nc(Sc2cccc(C(F)(F)F)c2)cc(C(F)(F)F)n1
C -0.97663 0.87940 -1.26242 0.461
C 1.91800 -3.65661 0.25333 0.839
S -1.75286 -0.57902 -2.05138 -0.237
H -2.57500 -3.77917 1.53713 0.411
H -3.27070 -1.94450 0.01943 0.266
C -0.55660 3.24674 -1.14268 0.111
N -0.20762 0.66581 -0.14392 -0.341
F 2.37954 -3.88405 -0.93793 -0.258
C -2.21383 -2.38999 -0.10677 -0.122
H -1.88989 2.20980 -2.45808 0.484
C -0.52670 -3.69925 0.97447 -0.416
H 1.68035 2.73332 2.85552 0.293
C -1.20058 -1.88221 -0.89194 -0.096
C -0.87659 4.68221 -1.61752 0.800
C -1.86522 -3.30882 0.89654 -0.790
H 0.89268 -1.92604 -1.38556 0.395
H -0.15942 -4.40026 1.69125 0.454
N 0.95396 1.33412 1.48657 -0.115
C 2.01053 2.00322 2.21132 -0.876
F -1.81597 4.68589 -2.48104 -0.253
N 0.31006 3.01239 -0.09999 -0.572
C 0.35050 1.78855 0.38112 0.192
H 1.06627 0.35684 1.22878 0.245
F 2.64015 -2.66445 0.75321 -0.251
H 2.66934 2.51057 1.48115 0.323
C 0.10506 -2.31193 -0.72991 0.121
F -1.23510 5.52301 -0.49352 -0.288
C 0.47531 -3.16260 0.19396 -0.059
H 2.72532 1.32622 2.76810 0.316
F 0.12157 5.29304 -2.22537 -0.256
F 2.03475 -4.79067 0.95981 -0.279
C -1.21068 2.12844 -1.66363 -0.502

Record 3
35
Properties=species:S:1:pos:R:3:mulliken_charge:R:1 method="wB97M-V/def2-TZVPD" s2=0.862 total_energy_ev=-67768.39950 total_charge=-1 spin_multiplicity=2
F -1.01620 -0.72250 -1.69950 -0.520
Sb -2.16620 -0.70420 -3.34450 2.442
H 0.85960 7.21930 0.08150 0.378
O 0.57440 2.46030 0.32790 -0.767
H 3.69660 0.22370 5.35530 0.347
F -3.25920 -0.76500 -4.91390 -0.568
H 5.35800 0.12260 3.52840 0.345
C -0.62230 2.84880 0.15850 1.781
S 2.12430 -0.64050 0.04040 -0.233
H -3.96140 4.41770 -0.77410 0.305
C 4.30620 0.01690 3.30880 -0.470
H -1.40050 8.10870 -0.44480 0.374
C 1.58570 -0.24290 2.73640 0.581
C 3.89690 -0.17540 2.01130 -0.639
C -1.23740 7.04710 -0.33410 -0.538
O -3.16620 3.95440 -0.48500 -0.454
C 3.36750 0.07110 4.33830 -0.495
C -2.13910 4.80420 -0.34000 0.794
C -0.86420 4.30540 -0.02630 -0.075
F -0.85460 0.35740 -4.24310 -0.566
C 0.20010 5.18890 0.11180 -0.367
C -2.30020 6.18140 -0.49400 -0.761
O -1.56940 2.03670 0.15920 -0.824
C 2.53990 -0.31240 1.69160 0.560
F -3.42620 -1.76980 -2.38080 -0.563
C 2.02810 -0.06210 4.05200 -0.594
S -0.11800 -0.43500 2.45320 -0.216
F -3.01340 0.89100 -2.75020 -0.561
H 4.61400 -0.21910 1.20590 0.380
C 0.02150 6.55070 -0.03510 -0.627
F -1.18800 -2.27930 -3.81840 -0.551
Pd -0.09850 0.30330 0.17490 0.038
H -3.27880 6.57180 -0.74420 0.270
H 1.17240 4.77260 0.32910 0.405
H 1.28790 -0.01830 4.83790 0.389

Record 4
34
Properties=species:S:1:pos:R:3:mulliken_charge:R:1 method="wB97M-V/def2-TZVPD" s2=2.018 relative_energy_kcal_mol=6.2 total_charge=-2 spin_multiplicity=3
Se -3.97161 2.28895 1.16749 -0.674
H -0.39260 5.48259 -3.04257 0.366
Se -3.87374 -1.19492 -0.94663 -0.522
C -0.10165 3.51646 -2.24315 -0.524
C -0.60590 -3.93286 2.63554 -0.615
H 2.37353 -1.28799 0.32329 0.316
Sb -4.69622 -0.01693 1.11484 0.844
C 0.81599 2.51648 -1.94016 0.320
C 0.32793 4.70456 -2.82015 -0.477
H -1.14460 3.34153 -2.01135 0.456
C 0.91154 -2.51734 1.36724 0.441
C 0.45200 -4.66410 3.10306 -0.225
H 2.86278 1.92492 -1.97285 0.414
C 1.77053 -4.36905 2.71283 -0.670
O -0.92699 0.99765 -1.52899 -0.760
O -1.50002 -2.22994 1.34375 -0.661
H 3.63957 4.03486 -3.04266 0.344
C 1.96415 -3.30606 1.86152 -0.550
C 0.29640 1.25702 -1.30048 0.505
C -0.43995 -2.83464 1.72944 0.404
Au -1.54842 -0.76236 -0.29157 0.652
H -1.62458 -4.14205 2.93706 0.427
H 2.97351 -3.04377 1.55667 0.252
H 0.26606 -5.48360 3.79075 0.329
H 2.00598 5.82262 -3.56409 0.347
C 2.16269 2.71037 -2.22646 -0.270
N 0.54663 -0.46972 0.08659 0.152
Se -7.19876 -0.13800 0.88490 -0.508
C 1.30773 -1.38961 0.54087 -0.258
Se -4.68773 -1.24315 3.20141 -0.594
C 2.58901 3.89275 -2.81560 -0.524
H 2.60695 -4.95063 3.07851 0.361
N 1.16742 0.59066 -0.57697 -0.775
C 1.67237 4.89532 -3.11205 -0.324

Record 5
28
Properties=species:S:1:pos:R:3:mulliken_charge:R:1 method="wB97M-V/def2-TZVPD" relative_energy_kcal_mol=129.8
Cl -2.11379 -1.08217 1.59921 -0.106
N -3.65840 -1.89222 3.56211 -0.016
F -2.94616 -0.78096 4.42028 -0.227
C -4.60801 -2.66776 4.11133 0.462
H 3.56838 1.69667 5.03481 0.342
C -1.65793 1.23110 5.87024 -0.819
C -4.91690 -3.87283 2.02561 -0.098
C 2.05822 0.37194 5.84176 -0.442
C 1.60846 2.60024 4.95749 -0.472
C 0.24530 2.41175 5.21836 0.575
C -3.92338 -3.04624 1.48716 -0.601
C 0.69967 0.15969 6.11911 -0.475
C -0.23123 1.14141 5.76759 0.554
H -3.61461 -3.15697 0.44645 0.371
C -2.05845 2.53837 5.47341 -0.478
H -3.06520 2.94744 5.51463 0.397
Cl -5.03178 -2.43505 5.73409 -0.122
H 0.34525 -0.75227 6.59491 0.371
H 2.78051 -0.41019 6.07561 0.342
H -2.28315 0.45509 6.29204 0.443
C -0.89950 3.24435 5.04835 -0.899
C 2.50602 1.57098 5.25674 -0.430
H 1.94363 3.53628 4.50948 0.356
C -3.31257 -2.06706 2.27612 0.426
H -0.84964 4.25740 4.65701 0.404
H -5.40725 -4.64541 1.42607 0.402
H -6.01823 -4.27219 3.84991 0.362
C -5.25173 -3.66223 3.36889 -0.621

Record 6
36
Properties=species:S:1:pos:R:3:mulliken_charge:R:1 method="wB97M-V/def2-TZVPD" s2=3.760 total_energy_ev=-163578.95486 total_charge=+1 spin_multiplicity=4
C -3.99731 -0.36941 0.26805 -0.894
O -0.61578 1.56093 -0.66692 -0.533
O 2.61835 -1.21412 -0.08394 -0.536
Cl 3.12181 -3.04152 2.63979 -0.307
H 4.99260 1.81158 1.04892 0.534
C -5.08683 -0.88819 -0.40971 -0.458
C -1.19751 -2.51123 -1.14758 0.226
O -0.25240 -1.95686 -0.49752 -0.143
Ni 0.44434 -0.24163 -0.03701 0.502
C 3.13569 1.03891 0.31732 0.676
Cl -0.40190 -3.89085 2.82259 -0.248
H 1.84506 4.61888 0.22380 0.328
Ge 1.14162 -2.90122 1.63661 0.938
H 0.15328 4.43571 -1.32146 0.335
H 4.83216 -1.70580 0.58479 0.422
O 4.68787 -0.74071 0.61030 -0.432
H -1.86494 -0.39992 0.50267 0.324
N 1.89003 1.28005 -0.09118 -0.191
O -0.43842 3.67010 -1.26482 -0.422
C 3.49992 3.35343 0.73231 -0.599
C 3.47349 -0.41947 0.26545 0.082
H 4.10485 4.16553 1.10416 0.477
C 0.05019 2.57812 -0.72704 0.492
H -3.48444 -3.06907 -2.44861 0.484
H -4.12717 0.38758 1.02567 0.398
C 2.22463 3.60946 0.24428 -0.682
C -3.63984 -2.31817 -1.69133 -0.579
C -2.72334 -0.82761 -0.02127 0.178
H -6.08549 -0.56371 -0.15576 0.397
H -5.74588 -2.19486 -1.97101 0.407
C 3.98730 2.05223 0.73583 -0.371
Cl 0.61586 -0.67281 2.13998 -0.233
C 1.44920 2.53650 -0.18372 1.033
O -1.13848 -3.51539 -1.80928 -0.611
C -2.56493 -1.82861 -0.96598 0.463
C -4.90362 -1.82786 -1.40838 -0.454

Record 7
35
Properties=species:S:1:pos:R:3:mulliken_charge:R:1 method="wB97M-V/def2-TZVPD" relative_energy_kcal_mol=0.0 total_charge=+2
N 3.35791 0.05019 3.74625 -0.612
C 3.50481 0.21343 0.10400 0.300
H -6.77539 -0.35987 -0.90271 0.245
C 3.89945 0.29930 -2.25957 -0.784
C -1.08288 0.97206 1.30857 -0.095
N -0.09308 0.81068 0.43501 0.048
N -4.67226 -2.65038 -1.68608 -0.338
H -3.73051 -2.75825 -2.01986 0.198
C 3.85044 0.07216 1.50666 0.568
H -7.07688 -2.05662 -1.07544 0.209
C -0.83844 0.87719 2.67585 -0.926
N -6.43050 -1.28589 -1.09575 -0.341
S 4.93365 -0.21943 3.57660 0.265
C 4.38643 0.12981 -0.98063 -0.310
N 5.06344 -0.16272 1.97541 -0.609
C 1.16953 0.57660 0.86608 -0.157
Cl 0.54890 3.09028 -1.64947 -0.189
Rh -0.21734 1.04765 -1.49298 0.675
C 2.54683 0.56803 -2.46339 -0.146
C 2.86764 0.19389 2.52735 0.580
H -2.06498 1.18039 0.90964 0.455
N 1.70871 0.62404 -1.43517 -0.012
N -2.04943 0.15909 -1.75908 -0.677
H 4.55401 0.24983 -3.11801 0.445
N -4.40412 -0.33759 -1.44918 -0.519
H 2.13712 0.73466 -3.45060 0.417
H 0.64772 0.53692 4.19566 0.581
C 2.16976 0.46466 -0.17068 0.432
H 5.43772 -0.05560 -0.80013 0.573
C -3.17527 -0.15039 -1.60532 0.324
H -5.26865 -3.46138 -1.71041 0.220
H -1.66241 1.01326 3.36116 0.434
C -5.15428 -1.43795 -1.41359 0.725
C 0.43639 0.61452 3.13666 -0.280
C 1.47594 0.45744 2.21316 0.300

What did the fifth record say?
28
Properties=species:S:1:pos:R:3:mulliken_charge:R:1 method="wB97M-V/def2-TZVPD" relative_energy_kcal_mol=129.8
Cl -2.11379 -1.08217 1.59921 -0.106
N -3.65840 -1.89222 3.56211 -0.016
F -2.94616 -0.78096 4.42028 -0.227
C -4.60801 -2.66776 4.11133 0.462
H 3.56838 1.69667 5.03481 0.342
C -1.65793 1.23110 5.87024 -0.819
C -4.91690 -3.87283 2.02561 -0.098
C 2.05822 0.37194 5.84176 -0.442
C 1.60846 2.60024 4.95749 -0.472
C 0.24530 2.41175 5.21836 0.575
C -3.92338 -3.04624 1.48716 -0.601
C 0.69967 0.15969 6.11911 -0.475
C -0.23123 1.14141 5.76759 0.554
H -3.61461 -3.15697 0.44645 0.371
C -2.05845 2.53837 5.47341 -0.478
H -3.06520 2.94744 5.51463 0.397
Cl -5.03178 -2.43505 5.73409 -0.122
H 0.34525 -0.75227 6.59491 0.371
H 2.78051 -0.41019 6.07561 0.342
H -2.28315 0.45509 6.29204 0.443
C -0.89950 3.24435 5.04835 -0.899
C 2.50602 1.57098 5.25674 -0.430
H 1.94363 3.53628 4.50948 0.356
C -3.31257 -2.06706 2.27612 0.426
H -0.84964 4.25740 4.65701 0.404
H -5.40725 -4.64541 1.42607 0.402
H -6.01823 -4.27219 3.84991 0.362
C -5.25173 -3.66223 3.36889 -0.621

Copy entry 4 word for word.
34
Properties=species:S:1:pos:R:3:mulliken_charge:R:1 method="wB97M-V/def2-TZVPD" s2=2.018 relative_energy_kcal_mol=6.2 total_charge=-2 spin_multiplicity=3
Se -3.97161 2.28895 1.16749 -0.674
H -0.39260 5.48259 -3.04257 0.366
Se -3.87374 -1.19492 -0.94663 -0.522
C -0.10165 3.51646 -2.24315 -0.524
C -0.60590 -3.93286 2.63554 -0.615
H 2.37353 -1.28799 0.32329 0.316
Sb -4.69622 -0.01693 1.11484 0.844
C 0.81599 2.51648 -1.94016 0.320
C 0.32793 4.70456 -2.82015 -0.477
H -1.14460 3.34153 -2.01135 0.456
C 0.91154 -2.51734 1.36724 0.441
C 0.45200 -4.66410 3.10306 -0.225
H 2.86278 1.92492 -1.97285 0.414
C 1.77053 -4.36905 2.71283 -0.670
O -0.92699 0.99765 -1.52899 -0.760
O -1.50002 -2.22994 1.34375 -0.661
H 3.63957 4.03486 -3.04266 0.344
C 1.96415 -3.30606 1.86152 -0.550
C 0.29640 1.25702 -1.30048 0.505
C -0.43995 -2.83464 1.72944 0.404
Au -1.54842 -0.76236 -0.29157 0.652
H -1.62458 -4.14205 2.93706 0.427
H 2.97351 -3.04377 1.55667 0.252
H 0.26606 -5.48360 3.79075 0.329
H 2.00598 5.82262 -3.56409 0.347
C 2.16269 2.71037 -2.22646 -0.270
N 0.54663 -0.46972 0.08659 0.152
Se -7.19876 -0.13800 0.88490 -0.508
C 1.30773 -1.38961 0.54087 -0.258
Se -4.68773 -1.24315 3.20141 -0.594
C 2.58901 3.89275 -2.81560 -0.524
H 2.60695 -4.95063 3.07851 0.361
N 1.16742 0.59066 -0.57697 -0.775
C 1.67237 4.89532 -3.11205 -0.324